No. 1
9
Properties=species:S:1:pos:R:3 method="wB97M-V/def2-TZVPD" homo_energy_ev=-8.65 de_lowest_kj_mol=143.45 multiplicity=1 orbital_gap_ev=9.214
C -0.2010 0.8992 0.0122
H 1.8858 -0.7652 1.2332
H 1.6126 0.9509 -0.8843
H -0.0596 1.9691 0.1150
H -2.7849 -1.3598 0.0944
N 0.9157 0.2807 -0.5661
N -1.3929 0.4522 0.2288
S 1.5265 -1.1697 -0.0004
S -1.5022 -1.2575 -0.2328

No. 2
41
Properties=species:S:1:pos:R:3 method="wB97M-V/def2-TZVPD" charge=-2 homo_energy_ev="-0.78 / -1.22" de_lowest_kj_mol=188.37 multiplicity=6 orbital_gap_ev="5.046 / 5.407"
O 22.3366 -6.1170 -7.9369
H 23.0229 -5.5085 -8.2205
H 21.8543 -6.2038 -8.7624
H 21.7840 -5.6465 -7.3084
Mn 18.5588 -4.7323 -7.6948
C 20.3855 -3.7481 -6.2499
O 21.2335 -3.2115 -5.5293
O 19.3570 -3.1672 -6.5991
O 20.3892 -4.9352 -6.6177
P 19.5510 -5.7322 -9.9595
O 19.3713 -4.2707 -9.5040
O 18.7547 -6.0423 -11.1523
O 18.8848 -6.3784 -8.7390
O 21.0634 -6.2131 -10.1248
O 16.8542 -3.4937 -8.1999
H 16.6004 -3.6302 -9.1127
H 16.1110 -3.0329 -7.8105
O 20.2584 -6.8086 -4.3775
H 19.5006 -7.3520 -4.5936
H 20.3137 -6.1775 -5.0950
O 21.3602 -0.1407 -6.3582
H 21.2156 -1.0686 -6.1731
H 20.5158 0.2738 -6.1810
O 18.0494 -1.2518 -5.0548
H 17.1258 -1.4065 -5.2531
H 18.5130 -1.9582 -5.5046
O 23.2921 -5.2105 -5.4470
H 23.2834 -5.4071 -4.5102
H 22.6814 -4.4799 -5.5445
O 21.9429 -2.1271 -2.2865
H 21.8622 -2.7598 -3.0003
H 22.6860 -1.5777 -2.5358
O 18.9150 -0.5888 -8.0423
H 19.0001 -1.2292 -7.3361
H 18.9313 0.2599 -7.6000
O 23.6384 -1.9976 -5.4055
H 23.5941 -1.1683 -5.8816
H 22.7250 -2.2648 -5.3033
O 18.7277 -3.2825 -3.1565
H 19.2356 -3.6784 -3.8647
H 18.5952 -2.3760 -3.4339

No. 3
9
Properties=species:S:1:pos:R:3 method="wB97M-V/def2-TZVPD" homo_energy_ev=-7.85 de_lowest_kj_mol=97.03 multiplicity=1 smiles="C1=CSCO1" orbital_gap_ev=8.786
C 0.4793 0.2745 -1.1698
C 0.2262 -0.4771 0.9722
C -1.0165 -0.0233 0.8360
H 0.5072 -0.2972 -2.0483
H 0.9970 1.1992 -1.2446
H 0.6854 -0.8028 1.8882
H -1.6421 -0.0851 1.6645
O 1.0516 -0.4726 -0.1365
S -1.2881 0.6844 -0.7617

No. 4
13
Properties=species:S:1:pos:R:3 method="wB97M-V/def2-TZVPD" homo_energy_ev=-8.23 de_lowest_kj_mol=415.59 multiplicity=1 smiles="C=C1C=C/C(=N/O)S1" orbital_gap_ev=8.486
C -0.8207 0.4218 -0.1433
C 1.5703 -0.1561 0.1804
C 2.7969 -0.5389 0.0912
C 1.3993 1.3286 0.0567
C 0.0650 1.5906 -0.1339
H -2.4093 -1.2158 -0.1284
H 3.8577 -0.1417 0.0867
H 2.9408 -1.7181 -0.2439
H 2.1327 2.0043 0.0196
H -0.3749 2.5252 -0.1599
N -2.0808 0.5767 0.0683
O -2.8669 -0.4360 0.1426
S 0.0806 -1.1174 -0.0938

No. 5
60
Properties=species:S:1:pos:R:3 method="wB97M-V/def2-TZVPD" charge=+1 homo_energy_ev=-11.51 multiplicity=1 smiles="C#CCCC[C@@]1(CCC(F)(F)C(F)(F)C(F)(F)C(F)(F)F)OCC[N@@+]1(CC=O)OCCCC" orbital_gap_ev=7.488
C -2.0702 0.4531 -5.7215
C -0.9912 -0.4057 -5.3516
C 0.1444 -1.4385 -4.6879
C -0.5559 -2.1210 -3.3310
C 0.1835 -1.6686 -1.9343
C -0.8184 -1.5386 -0.6377
C -1.6046 -0.1095 -0.8070
C -0.6721 1.2254 -0.6187
C -0.9485 2.4276 -1.6984
F -2.3007 3.0389 -1.6193
F -0.8630 1.7898 -3.0654
C 0.2805 3.5142 -1.6366
F 1.6009 2.8797 -2.0069
F 0.0292 4.5330 -2.7041
C 0.5132 4.2144 -0.1712
F 1.2293 3.3190 0.8130
F 1.4791 5.3518 -0.4092
C -0.8361 4.9196 0.4702
F -1.5207 5.8168 -0.5246
F -1.7708 3.9737 1.1219
F -0.3287 5.8198 1.5718
O -1.8482 -2.5960 -0.9099
C -1.3812 -3.9333 -0.5074
C -0.2051 -3.4487 0.5719
N -0.2681 -1.9174 0.7536
C -1.2871 -1.7175 1.8584
C -1.2291 -0.2274 2.5718
O -0.6297 0.0542 3.7316
O 0.8856 -1.2281 0.7638
C 1.7844 -1.6460 1.8493
C 2.3595 -0.2421 2.5534
C 2.6506 -0.3930 4.1600
C 2.2086 1.0302 4.8979
H -3.0205 1.1679 -5.6153
H 1.1612 -0.9062 -4.4590
H 0.3375 -2.2512 -5.5404
H -0.4396 -3.2968 -3.5016
H -1.6943 -1.8287 -3.3990
H 1.0499 -2.4691 -1.7510
H 0.7661 -0.6578 -2.1875
H -2.0935 -0.1256 -1.8950
H -2.5316 -0.1176 -0.0591
H 0.4798 0.9328 -0.7245
H -0.7585 1.7178 0.4595
H -2.2230 -4.5274 0.0545
H -0.8951 -4.4860 -1.4225
H -0.1471 -4.1147 1.5331
H 0.8510 -3.6220 0.0889
H -0.9887 -2.4894 2.7189
H -2.3899 -1.9779 1.5669
H -1.8073 0.6383 2.0361
H 2.7223 -2.1586 1.3729
H 1.3103 -2.3601 2.6453
H 1.5530 0.5881 2.3477
H 3.3620 0.1140 2.0482
H 3.8249 -0.4816 4.3510
H 2.0691 -1.2692 4.6849
H 3.1174 1.5558 5.4560
H 1.3697 0.8617 5.7038
H 1.7955 1.8337 4.1416

No. 6
74
Properties=species:S:1:pos:R:3 method="wB97M-V/def2-TZVPD" charge=+3 homo_energy_ev="-17.09 / -17.08" de_lowest_kj_mol=0.00 multiplicity=2 orbital_gap_ev="4.961 / 5.452"
Re 0.6389 1.5891 -0.5536
N 2.3745 1.9779 3.2313
C 1.1309 2.2461 3.7077
C 0.2749 2.1826 2.6423
N 0.9879 1.8696 1.5283
C 2.2744 1.7613 1.9096
C 3.2326 1.5637 0.8649
N 2.7489 1.3974 -0.3828
C 3.8165 1.4535 -1.2244
C 4.9524 1.6440 -0.4828
N 4.5687 1.6992 0.8182
H 3.2049 1.9441 3.8071
H 0.9418 2.4619 4.7388
H -0.7833 2.3481 2.6135
H 3.7192 1.3838 -2.2920
H 5.9718 1.7707 -0.7914
H 5.2016 1.8303 1.5958
F -6.2281 -3.0153 -1.5531
C -5.1613 -3.2674 -2.3099
F -4.9272 -4.5812 -2.2645
F -5.4532 -2.9435 -3.5625
C -3.9387 -2.5139 -1.7931
C -3.1708 -1.7272 -2.6425
C -2.0121 -1.1391 -2.1658
C -1.6238 -1.3378 -0.8395
C -2.4187 -2.0966 0.0201
C -3.5779 -2.6826 -0.4616
P 0.0687 -0.8630 -0.3834
C 1.0556 -1.9860 -1.4183
C 2.1034 -1.5888 -2.2382
C 2.7780 -2.5245 -3.0077
C 2.3795 -3.8524 -2.9646
C 1.3343 -4.2579 -2.1423
C 0.6666 -3.3286 -1.3677
C 3.0416 -4.9075 -3.8436
F 2.1544 -5.4077 -4.7050
F 4.0579 -4.4081 -4.5381
F 3.5060 -5.9104 -3.0971
C 0.3654 -1.2849 1.3538
C -0.4721 -0.7220 2.3203
C -0.1871 -0.8918 3.6605
C 0.9352 -1.6279 4.0301
C 1.7320 -2.2503 3.0783
C 1.4531 -2.0696 1.7333
C 1.3663 -1.5950 5.4829
F 2.2002 -2.5640 5.8103
F 2.0341 -0.4163 5.6526
F 0.3437 -1.5802 6.3211
H -3.4596 -1.5918 -3.6743
H -1.3967 -0.5470 -2.8283
H -2.1316 -2.2687 1.0462
H -4.1849 -3.2899 0.1935
H 2.3827 -0.5497 -2.3054
H 3.5984 -2.2199 -3.6415
H 1.0353 -5.2953 -2.1154
H -0.1499 -3.6485 -0.7372
H -1.3332 -0.1449 2.0122
H -0.8223 -0.4673 4.4244
H 2.5598 -2.8718 3.3855
H 2.0777 -2.5422 0.9899
N -1.1322 2.4336 -0.4130
C -1.8250 3.3746 -0.4133
C -2.5488 4.5465 -0.4758
C -2.5664 5.4348 0.6301
C -3.1378 6.6760 0.4850
C -3.7115 7.0583 -0.7319
C -3.7118 6.1778 -1.8171
C -3.1471 4.9295 -1.7045
H -2.1144 5.1384 1.5653
H -3.1327 7.3701 1.3119
H -4.1515 8.0408 -0.8346
H -4.1439 6.4908 -2.7554
H -3.1316 4.2472 -2.5417
Br 0.6193 1.7339 -2.9524

No. 7
103
Properties=species:S:1:pos:R:3 method="wB97M-V/def2-TZVPD" charge=-2 homo_energy_ev=-2.51 de_lowest_kj_mol=29.20 multiplicity=1 orbital_gap_ev=5.391
Tl 0.1716 0.1154 0.7285
C -4.3901 2.9076 3.6806
C -3.0233 2.7190 3.5562
C -2.5288 1.6415 2.8334
C -3.4184 0.7738 2.2178
C -4.7941 0.9470 2.3490
C -5.2757 2.0150 3.0816
N -2.8350 -0.3197 1.4977
N -3.6405 -0.9550 0.7779
C -3.0599 -2.0584 0.0739
C -3.9194 -2.7663 -0.7581
C -3.4017 -3.8302 -1.4743
C -2.0566 -4.1407 -1.3324
C -1.2880 -3.3741 -0.4659
N -1.7808 -2.3591 0.2297
H -4.7715 3.7483 4.2476
H -2.3258 3.3989 4.0270
H -1.4576 1.4848 2.7702
H -5.4632 0.2417 1.8756
H -6.3446 2.1536 3.1909
H -4.9544 -2.4622 -0.8261
H -4.0311 -4.3989 -2.1470
H -1.6045 -4.9462 -1.8940
H -0.2301 -3.5697 -0.3285
O 6.9397 2.3465 3.4751
C 6.8351 1.5211 2.5527
O 7.7250 0.9341 1.9052
C 5.3863 1.1593 2.1416
C 5.1523 0.3194 1.0580
C 3.8517 0.0098 0.7131
N 2.7873 0.4629 1.3797
C 2.9993 1.2613 2.4301
C 4.2783 1.6354 2.8280
C 1.7747 1.7371 3.2197
O 1.9796 2.3401 4.2723
O 0.6319 1.4281 2.7529
H 5.9988 -0.0727 0.5116
H 3.6342 -0.6396 -0.1291
H 4.4051 2.2802 3.6844
C -1.5581 -5.3501 3.4157
C -1.5344 -3.8491 3.6170
O -0.1996 -3.4336 3.8769
P 0.2381 -1.9913 3.1736
O 1.7344 -1.9176 3.7798
C 2.8121 -2.4637 3.0150
C 3.1641 -3.8536 3.5051
O -0.5055 -0.9276 4.1051
C -0.0118 -0.4387 5.3625
C -1.0957 0.4141 5.9763
H -2.5794 -5.6977 3.2513
H -1.1517 -5.8569 4.2916
H -0.9537 -5.6247 2.5509
H -2.1667 -3.5578 4.4617
H -1.9222 -3.3405 2.7270
H 3.6497 -1.7761 3.1316
H 2.5434 -2.4749 1.9537
H 3.4357 -3.8225 4.5606
H 4.0129 -4.2405 2.9389
H 2.3179 -4.5313 3.3906
H 0.8777 0.1611 5.1718
H 0.2557 -1.2877 5.9986
H -1.3738 1.1978 5.2743
H -0.7252 0.8834 6.8886
H -1.9800 -0.1797 6.2150
O 1.6205 -1.7284 -1.3628
S 1.6576 -1.8022 -2.8520
C -0.0320 -1.6617 -3.4370
C -0.8866 -0.7253 -2.8721
C -2.1825 -0.6297 -3.3489
C -2.6135 -1.4615 -4.3764
C -1.7519 -2.3960 -4.9311
C -0.4509 -2.5031 -4.4546
C 2.2019 -0.1962 -3.4390
C 2.4416 0.8034 -2.5172
C 2.8658 2.0471 -2.9707
C 3.0473 2.2662 -4.3243
C 2.8080 1.2471 -5.2422
C 2.3851 0.0063 -4.8024
H -0.5370 -0.0466 -2.1019
H -2.8419 0.1187 -2.9295
H -3.6252 -1.3733 -4.7515
H -2.0912 -3.0426 -5.7305
H 0.2354 -3.2310 -4.8699
H 2.2879 0.6206 -1.4638
H 3.0244 2.8417 -2.2558
H 3.3574 3.2415 -4.6747
H 2.9356 1.4301 -6.3009
H 2.1875 -0.7911 -5.5087
O -1.2344 6.5551 -7.0109
C -0.8143 5.2552 -6.9010
O -0.5473 4.6589 -7.9172
C -0.7419 4.7020 -5.5398
C -0.8565 5.4694 -4.3706
C -0.7990 4.8919 -3.1242
C -0.6296 3.4960 -2.9481
S -0.5796 2.8016 -1.3739
C -0.4852 2.7457 -4.1389
C -0.5413 3.3264 -5.3843
H -1.4782 6.8727 -6.1332
H -0.9565 6.5523 -4.4116
H -0.8802 5.5049 -2.2361
H -0.3114 1.6810 -4.0554
H -0.4273 2.7231 -6.2767

No. 8
45
Properties=species:S:1:pos:R:3 method="wB97M-V/def2-TZVPD" homo_energy_ev=-8.92 de_lowest_kj_mol=24.46 multiplicity=1 smiles="CCOC(=O)[C@@](NCCc1ccccc1F)(NC(=O)CC)C(F)(F)F" orbital_gap_ev=9.711
C -3.2261 -0.3342 -1.3733
C -3.2971 0.2184 0.0417
H -3.8737 -0.4328 0.7029
H -3.7217 1.2261 0.0457
O -1.9790 0.2777 0.6074
C -1.3572 1.4347 0.5611
O -1.8232 2.4880 0.2245
C 0.1130 1.3452 1.1055
N 0.7274 0.0613 1.2749
H 0.8641 -0.3711 0.3676
C 0.2572 -0.9182 2.2440
H 1.1384 -1.2555 2.8024
H -0.4342 -0.4581 2.9492
C -0.4234 -2.1441 1.6065
C 0.4698 -2.7792 0.5834
C 0.4245 -2.4049 -0.7556
C 1.2880 -2.9630 -1.6834
C 2.2144 -3.9136 -1.2913
C 2.2804 -4.3067 0.0345
C 1.4160 -3.7310 0.9451
F 1.4918 -4.1192 2.2395
H 2.9904 -5.0460 0.3702
H 2.8855 -4.3520 -2.0138
H 1.2339 -2.6525 -2.7156
H -0.2988 -1.6690 -1.0770
H -0.6437 -2.8543 2.4047
H -1.3553 -1.8364 1.1366
N 0.9114 2.1005 0.1587
C 0.7220 1.8915 -1.1703
O -0.0599 1.0493 -1.5601
C 1.5197 2.8028 -2.0678
C 0.8773 4.1914 -2.0770
H 1.4201 4.8490 -2.7513
H -0.1545 4.1228 -2.4113
H 0.8812 4.6290 -1.0819
H 2.5502 2.8633 -1.7147
H 1.5117 2.3839 -3.0742
H 1.5927 2.7612 0.4950
C 0.1171 2.1164 2.4418
F 0.0663 3.4395 2.2529
F 1.2252 1.8842 3.1538
F -0.9208 1.8025 3.2255
H -2.5192 0.2529 -1.9553
H -2.8955 -1.3701 -1.3637
H -4.2064 -0.2798 -1.8374

No. 9
62
Properties=species:S:1:pos:R:3 method="wB97M-V/def2-TZVPD" homo_energy_ev=-8.16 de_lowest_kj_mol=270.77 multiplicity=1 smiles="CCN(Cc1cnn(C)c1)C(=O)C[C@@H]1C(=O)NCCN1Cc1cccc(OC)c1OC" orbital_gap_ev=8.929
C 3.5868 3.5499 -0.0151
H 4.4523 3.3184 0.6025
H 2.9363 4.2166 0.5456
H 3.9267 4.0672 -0.9079
C 2.8404 2.2759 -0.4126
N 2.3595 1.5465 0.7441
C 1.1805 1.7441 1.3731
O 0.8855 1.1260 2.3861
C 0.2019 2.7348 0.7689
H 0.6925 3.5116 0.1883
C -0.8395 2.0054 -0.1148
N -2.1539 2.1018 0.5106
C -3.2312 2.4296 -0.3867
H -3.2054 3.5118 -0.5741
H -4.1822 2.1820 0.0817
C -3.0841 1.7153 -1.7373
N -1.8476 2.1819 -2.3136
C -0.7829 2.5023 -1.5523
O 0.1873 3.0699 -2.0234
H -1.8199 2.4779 -3.2777
H -3.0543 0.6301 -1.5812
H -3.9127 1.9531 -2.4066
C -2.4273 1.0525 1.4831
C -2.9455 -0.2538 0.9219
C -4.3142 -0.4758 0.8061
C -4.7964 -1.6620 0.2946
C -3.9206 -2.6535 -0.1150
C -2.5502 -2.4662 -0.0042
C -2.0593 -1.2577 0.5287
O -0.7175 -1.0097 0.6522
C 0.0758 -1.9856 1.3044
H 0.5156 -2.6804 0.5855
H 0.8600 -1.4276 1.8153
H -0.5092 -2.5409 2.0402
O -1.6147 -3.3835 -0.3924
C -2.0507 -4.6159 -0.9056
H -1.1436 -5.1752 -1.1296
H -2.6467 -5.1706 -0.1730
H -2.6312 -4.4881 -1.8252
H -4.3162 -3.5709 -0.5204
H -5.8601 -1.8273 0.2128
H -5.0056 0.2817 1.1447
H -1.4971 0.8752 2.0268
H -3.1711 1.4519 2.1803
H -0.5489 0.9467 -0.1986
H -0.3382 3.1976 1.5959
C 3.2913 0.5887 1.3082
C 3.5258 -0.5698 0.3935
C 4.6271 -1.3994 0.3412
N 4.3904 -2.3133 -0.6230
N 3.2099 -2.1217 -1.1996
C 2.6720 -1.0759 -0.6021
H 1.7074 -0.7146 -0.8952
C 5.2440 -3.3869 -1.0398
H 5.4141 -4.0873 -0.2192
H 6.2069 -3.0039 -1.3840
H 4.7473 -3.9036 -1.8582
H 5.5339 -1.4023 0.9122
H 2.8565 0.2438 2.2528
H 4.2446 1.0832 1.5305
H 2.0143 2.5207 -1.0806
H 3.5181 1.6120 -0.9561

No. 10
16
Properties=species:S:1:pos:R:3 method="wB97M-V/def2-TZVPD" homo_energy_ev=-9.73 de_lowest_kj_mol=483.71 multiplicity=1 orbital_gap_ev=10.608
C -1.7303 -0.7262 0.1556
C -0.4717 0.0402 -0.3740
C -0.4952 1.4824 0.1494
C 0.8285 -0.6745 0.0593
C 2.1111 0.0491 -0.3379
H -2.5076 -0.2323 -0.2573
H -1.7239 -1.8636 -0.1857
H -1.6057 -0.6678 1.3521
H -0.1720 0.0282 -1.4798
H -1.5290 1.8876 0.0334
H -0.1401 1.5210 1.0634
H 0.3589 1.7894 -0.0968
H 1.2324 -1.1669 1.3237
H 0.8620 -1.8667 -0.4615
H 1.9009 0.3999 -1.2479
O 3.0816 -0.0001 0.3041

No. 11
31
Properties=species:S:1:pos:R:3 method="wB97M-V/def2-TZVPD" charge=+1 homo_energy_ev=-11.65 de_lowest_kj_mol=217.95 multiplicity=1 orbital_gap_ev=9.166
C -0.8192 1.1281 -0.2175
C -0.1761 3.2684 -0.1331
C 0.0780 4.6168 0.4775
C -0.0733 -1.3525 1.7278
C -0.4166 -2.3890 -1.9118
C -2.1392 -1.5352 -0.2731
C 1.5852 -1.8278 -0.0959
C 0.1629 -1.5576 0.3213
N -0.8333 2.3008 0.5696
N -0.0512 1.3649 -1.2406
N 0.3067 2.6761 -1.2006
N -0.7620 -1.8046 -0.5365
N 2.6066 -1.5921 0.9122
H 0.5756 5.1593 -0.2842
H -0.7927 5.0744 0.9895
H 0.8202 4.5021 1.3843
H 0.6572 -0.6818 2.0522
H -1.0664 -0.8634 2.0656
H 0.1416 -2.3843 2.2337
H -1.3685 -2.5969 -2.3042
H -0.0584 -1.5702 -2.4954
H 0.2433 -3.1901 -1.8555
H -2.0367 -0.3976 -0.1362
H -2.8273 -1.9878 -0.9407
H -2.4713 -1.9309 0.6910
H 1.6242 -2.8814 -0.3577
H 1.9854 -1.2462 -0.9793
H 0.6793 3.2183 -2.0120
H 2.4321 -2.3871 1.6094
H -1.4802 2.4750 1.3468
H 3.4742 -1.6077 0.5934

No. 12
6
Properties=species:S:1:pos:R:3 method="wB97M-V/def2-TZVPD" homo_energy_ev="-10.03 / -10.03" de_lowest_kj_mol=268.76 multiplicity=1 orbital_gap_ev="7.225 / 7.227"
C -1.1167 0.0934 0.8525
O 1.5704 0.3095 1.1009
O 0.7431 0.4870 -1.2037
S 0.5577 0.0223 0.1389
I -2.2505 0.4535 -0.7877
H 0.4960 -1.3658 -0.1010

| no. | E (Ha) |
| --- | --- |
| 1 | -946.331916 |
| 2 | -2822.405147 |
| 3 | -590.087697 |
| 4 | -721.561351 |
| 5 | -1956.622040 |
| 6 | -5474.801085 |
| 7 | -3945.606270 |
| 8 | -1356.438877 |
| 9 | -1431.647384 |
| 10 | -271.568379 |
| 11 | -589.053312 |
| 12 | -884.872417 |